{
  "formula": "C6H12O",
  "method": "ωB97M-V with the def2-TZVPD basis set",
  "species": ["O", "C", "C", "C", "C", "C", "C", "H", "H", "H", "H", "H", "H", "H", "H", "H", "H", "H", "H"],
  "positions_angstrom": [[0.95010, -0.52006, 0.01257], [-0.46373, -0.40288, 0.19470], [1.28354, -0.45204, -1.36438], [-0.96018, 0.22687, -1.11696], [-0.03988, -0.43910, -2.14331], [0.46808, 0.46548, 2.44331], [-0.71639, 0.41174, 1.47012], [-1.59783, 0.00034, 1.97216], [1.93757, -1.30295, -1.58804], [1.83275, 0.48225, -1.55900], [-0.89577, -1.41704, 0.29658], [0.18427, 1.06466, 3.31853], [0.77923, -0.53374, 2.77904], [1.33600, 0.93889, 1.96942], [-0.97345, 1.43658, 1.17962], [-2.02894, 0.08713, -1.32910], [0.03705, 0.10856, -3.09271], [-0.75046, 1.30554, -1.08279], [-0.38198, -1.46024, -2.35978]],
  "charge": 0,
  "mol_weight_g_mol": 100.161,
  "homo_lumo_gap_ev": 10.52,
  "e_above_lowest_kcal_mol": 13.3,
  "smiles": "CC[C@H]1CCCO1",
  "energy_ev": -8463.7789,
  "largest_force_ev_per_a": 0.4
}